[1]
{"formula": "C37H43HgN7PSSb2", "method": "ωB97M-V with the def2-TZVPD basis set", "symbols": ["Hg", "C", "N", "C", "C", "N", "C", "P", "C", "N", "C", "C", "N", "C", "C", "N", "C", "C", "N", "C", "H", "H", "H", "H", "H", "H", "H", "H", "H", "H", "H", "H", "H", "H", "H", "S", "C", "C", "C", "C", "C", "C", "N", "C", "C", "C", "C", "C", "C", "C", "H", "H", "H", "H", "H", "H", "H", "H", "C", "Sb", "C", "C", "C", "C", "C", "C", "C", "C", "C", "Sb", "C", "C", "H", "H", "H", "H", "H", "H", "H", "H", "H", "H", "H", "H", "H", "H", "H", "H", "H", "H", "H", "H"], "positions_angstrom": [[-3.867, -19.706, -2.739], [0.175, -23.221, -1.046], [-1.184, -22.725, -1.319], [-2.337, -23.477, -1.501], [-3.239, -22.722, -2.172], [-2.663, -21.411, -2.403], [-1.398, -21.470, -1.906], [-0.064, -20.212, -1.845], [-0.786, -18.987, -0.736], [-2.088, -18.881, -0.445], [-2.196, -17.653, 0.275], [-0.947, -17.111, 0.445], [-0.025, -17.912, -0.186], [1.466, -17.769, -0.187], [-0.350, -19.462, -3.480], [-1.449, -18.837, -3.899], [-1.353, -18.886, -5.342], [-0.231, -19.570, -5.691], [0.461, -19.934, -4.555], [1.732, -20.720, -4.498], [0.219, -24.068, -0.344], [0.716, -23.600, -1.945], [0.829, -22.400, -0.622], [-2.391, -24.491, -1.063], [-4.239, -23.032, -2.445], [-3.110, -17.252, 0.656], [-0.673, -16.152, 0.868], [1.798, -17.172, 0.688], [1.934, -18.755, -0.067], [1.864, -17.347, -1.145], [-2.088, -18.472, -5.983], [0.187, -19.796, -6.686], [2.481, -20.238, -5.133], [2.125, -20.734, -3.480], [1.566, -21.740, -4.857], [-6.707, -17.221, 0.977], [-6.695, -18.828, 1.689], [-7.046, -19.222, 2.988], [-6.814, -20.552, 3.344], [-6.279, -21.486, 2.469], [-5.938, -21.105, 1.181], [-6.128, -19.774, 0.779], [-5.760, -19.216, -0.441], [-5.981, -17.935, -0.497], [-5.582, -17.206, -1.727], [-5.945, -15.847, -1.854], [-5.600, -15.076, -2.973], [-4.862, -15.650, -3.986], [-4.517, -16.978, -3.879], [-4.821, -17.775, -2.805], [-7.511, -18.513, 3.639], [-7.135, -20.866, 4.348], [-6.146, -22.499, 2.829], [-5.525, -21.804, 0.473], [-6.627, -15.437, -1.122], [-5.977, -14.048, -3.072], [-4.567, -15.030, -4.831], [-3.977, -17.416, -4.730], [-7.064, -22.990, -1.571], [-6.487, -21.468, -3.082], [-8.294, -20.198, -2.834], [-7.113, -22.823, -4.777], [-8.295, -22.273, -5.485], [-9.580, -22.574, -5.020], [-10.717, -21.994, -5.611], [-10.548, -21.043, -6.611], [-9.271, -20.702, -7.078], [-8.132, -21.328, -6.570], [-6.794, -21.097, -7.179], [-5.676, -19.484, -6.186], [-4.826, -18.553, -7.987], [-7.269, -17.990, -6.077], [-6.124, -23.343, -1.105], [-7.583, -23.818, -2.061], [-7.715, -22.540, -0.824], [-8.652, -19.819, -3.811], [-8.084, -19.306, -2.207], [-9.046, -20.808, -2.328], [-7.374, -23.798, -4.318], [-6.230, -22.986, -5.435], [-9.707, -23.323, -4.251], [-11.719, -22.289, -5.259], [-11.431, -20.567, -7.054], [-9.176, -19.911, -7.824], [-6.878, -20.789, -8.248], [-6.189, -21.998, -7.135], [-5.634, -18.451, -8.747], [-4.056, -19.212, -8.408], [-4.341, -17.551, -7.844], [-7.302, -17.561, -7.117], [-7.043, -17.161, -5.397], [-8.182, -18.490, -5.741]], "homo_lumo_gap_ev": [2.17, 6.71], "total_charge": 0, "e_tot_ev": -86865.9978, "multiplicity": 2, "homo_ev": [-2.181, -6.720], "s2": 0.75, "e_lumo_ev": [-0.01, -0.01]}

=====

[2]
{"formula": "C7H12", "method": "ωB97M-V with the def2-TZVPD basis set", "symbols": ["C", "C", "C", "C", "C", "C", "C", "H", "H", "H", "H", "H", "H", "H", "H", "H", "H", "H", "H"], "positions_angstrom": [[-1.837, -0.464, -1.123], [-0.755, -0.315, -0.325], [-0.245, 0.989, 0.023], [0.726, 1.394, 0.932], [1.300, 2.729, 0.660], [0.319, -1.404, -0.375], [0.134, -2.782, 0.252], [-2.450, -1.412, -1.138], [-2.352, 0.355, -1.649], [-0.616, 1.935, -0.529], [0.722, 0.851, 1.911], [1.768, 2.657, -0.386], [0.859, 3.754, 0.665], [2.243, 2.916, 1.178], [1.257, -1.035, -0.072], [0.530, -1.467, -1.470], [-0.089, -2.721, 1.352], [1.063, -3.424, -0.015], [-0.788, -3.290, -0.113]], "homo_lumo_gap_ev": 8.27, "total_charge": 0, "e_tot_ev": -7450.1654, "multiplicity": 1, "smiles": "C=C(/C=C/C)CC", "homo_ev": -7.910, "e_lumo_ev": 0.36}

=====

[3]
{"formula": "C16H21N3O4", "method": "ωB97M-V with the def2-TZVPD basis set", "symbols": ["O", "C", "C", "C", "C", "O", "N", "C", "C", "C", "C", "C", "C", "N", "C", "C", "C", "C", "N", "O", "O", "C", "C", "H", "H", "H", "H", "H", "H", "H", "H", "H", "H", "H", "H", "H", "H", "H", "H", "H", "H", "H", "H", "H"], "positions_angstrom": [[2.887, 1.670, -0.481], [1.721, 1.346, -0.485], [0.683, 2.149, -1.270], [-0.656, 2.369, -0.541], [-1.634, 1.259, -0.888], [-1.508, 0.162, -0.343], [-2.581, 1.482, -1.814], [-2.708, 2.762, -2.498], [-3.783, 2.834, -3.580], [-5.216, 2.815, -3.045], [-5.742, 1.414, -2.755], [-4.933, 0.674, -1.695], [-3.492, 0.393, -2.123], [1.201, 0.265, 0.158], [1.854, -0.665, 0.946], [1.074, -1.695, 1.490], [1.647, -2.657, 2.287], [3.014, -2.601, 2.552], [3.614, -3.600, 3.382], [2.895, -4.473, 3.832], [4.809, -3.524, 3.594], [3.799, -1.584, 2.017], [3.225, -0.620, 1.218], [0.519, 1.630, -2.218], [1.149, 3.109, -1.497], [-1.049, 3.352, -0.783], [-0.491, 2.333, 0.538], [-1.746, 3.000, -2.966], [-2.933, 3.543, -1.761], [-3.620, 3.784, -4.095], [-3.646, 2.043, -4.318], [-5.270, 3.422, -2.139], [-5.869, 3.278, -3.788], [-6.778, 1.491, -2.419], [-5.739, 0.829, -3.678], [-5.420, -0.282, -1.492], [-4.924, 1.243, -0.763], [-3.111, -0.471, -1.574], [-3.448, 0.165, -3.190], [0.191, 0.096, 0.057], [0.017, -1.722, 1.274], [1.061, -3.456, 2.714], [4.855, -1.565, 2.238], [3.824, 0.171, 0.799]], "homo_lumo_gap_ev": 8.64, "total_charge": 0, "e_tot_ev": -29591.8849, "multiplicity": 1, "smiles": "O=C(CCC(=O)N1CCCCCC1)Nc1ccc([N+](=O)[O-])cc1", "homo_ev": -8.736, "e_lumo_ev": -0.10}

=====

[4]
{"formula": "C35H29CuN3OPS3", "method": "ωB97M-V with the def2-TZVPD basis set", "symbols": ["Cu", "C", "C", "N", "N", "C", "S", "S", "C", "C", "C", "C", "C", "C", "C", "C", "C", "C", "C", "C", "C", "O", "H", "H", "H", "H", "H", "H", "H", "H", "H", "H", "H", "H", "H", "H", "C", "C", "C", "C", "C", "C", "P", "C", "C", "C", "C", "C", "C", "C", "C", "C", "C", "C", "C", "H", "H", "H", "H", "H", "H", "H", "H", "H", "H", "H", "H", "H", "H", "H", "S", "C", "N"], "positions_angstrom": [[1.809, 1.431, -1.489], [-0.477, 4.136, 1.058], [0.601, 3.239, 0.517], [0.405, 2.530, -0.543], [-0.873, 2.491, -1.076], [-0.918, 1.999, -2.264], [0.405, 1.512, -3.273], [-2.494, 1.679, -2.981], [-3.645, 2.026, -1.612], [-3.784, 0.915, -0.613], [-2.970, 0.850, 0.514], [-3.129, -0.170, 1.437], [-4.101, -1.141, 1.247], [-4.907, -1.091, 0.122], [-4.748, -0.070, -0.799], [1.864, 3.133, 1.248], [2.161, 4.107, 2.216], [3.277, 4.044, 3.017], [4.141, 2.956, 2.874], [3.887, 1.983, 1.945], [2.760, 2.031, 1.083], [2.603, 1.061, 0.247], [-1.417, 3.948, 0.547], [-0.200, 5.180, 0.897], [-0.597, 3.987, 2.130], [-4.605, 2.202, -2.101], [-3.330, 2.950, -1.134], [-2.204, 1.603, 0.653], [-2.478, -0.212, 2.300], [-4.219, -1.939, 1.968], [-5.663, -1.849, -0.041], [-5.382, -0.035, -1.677], [1.493, 4.947, 2.337], [3.476, 4.820, 3.742], [5.027, 2.884, 3.495], [4.555, 1.143, 1.813], [4.197, -3.452, -1.608], [4.033, -2.950, -0.327], [2.884, -2.252, 0.011], [1.874, -2.056, -0.929], [2.056, -2.550, -2.218], [3.204, -3.246, -2.554], [0.455, -0.948, -0.594], [-0.956, -1.832, -1.350], [-1.075, -1.760, -2.738], [-2.146, -2.344, -3.389], [-3.136, -2.989, -2.662], [-3.042, -3.040, -1.280], [-1.961, -2.468, -0.630], [0.178, -1.162, 1.198], [-0.048, -0.005, 1.936], [-0.275, -0.067, 3.303], [-0.282, -1.293, 3.946], [-0.046, -2.456, 3.223], [0.190, -2.390, 1.861], [5.103, -3.980, -1.875], [4.813, -3.081, 0.413], [2.793, -1.829, 0.998], [1.299, -2.388, -2.978], [3.330, -3.609, -3.565], [-0.344, -1.205, -3.315], [-2.219, -2.268, -4.467], [-3.983, -3.433, -3.168], [-3.821, -3.516, -0.698], [-1.923, -2.503, 0.450], [-0.018, 0.947, 1.432], [-0.434, 0.845, 3.863], [-0.459, -1.346, 5.012], [-0.036, -3.416, 3.725], [0.393, -3.296, 1.304], [5.324, 0.929, -4.415], [4.252, 1.385, -3.275], [3.503, 1.746, -2.448]], "homo_lumo_gap_ev": [7.35, 7.23], "total_charge": -1, "e_tot_ev": -129721.2296, "multiplicity": 2, "homo_ev": [-4.912, -4.880], "s2": 0.75, "e_lumo_ev": [2.44, 2.35]}

=====

In the order shown, the computed max |F| values come out to 4.016, 4.007, 1.377, 0.506 eV/A.